Entry from the OMol25 dataset: 5 unconnected molecules or ions with the total composition C27H62BNO4S at a distorted geometry (ωB97M-V/def2-TZVPD).

Its multiplicity is 1. The value obtained for the HOMO energy is -10.244 eV.

The geometry in XYZ format:
```
96
C27H62BNO4S (ωB97M-V/def2-TZVPD)
C -3.91 4.29 2.56
H 4.03 2.94 -5.58
H 2.97 1.69 2.57
H 3.35 -2.85 3.92
H 4.29 -4.27 2.16
C 6.13 -3.04 3.97
H 2.11 0.30 1.93
H 2.73 1.97 5.33
H 0.29 3.58 2.82
H -6.40 3.67 6.20
B 2.70 1.60 -4.91
H -3.38 -2.46 -7.19
H 1.61 2.94 6.30
H -7.60 3.23 4.99
H 2.85 2.58 -6.70
C 0.89 1.54 3.19
C 3.79 -1.56 0.04
H 6.32 -3.76 3.18
H -0.15 2.96 4.40
H 5.73 -1.36 2.68
H -3.03 -1.18 -6.05
C 5.24 -1.90 3.50
H 0.40 0.20 -3.13
C -2.80 -3.14 -5.21
H -3.94 2.96 5.80
H 5.67 -3.57 4.81
C 3.84 -2.36 3.07
H 2.74 -1.75 -0.18
C -2.70 -2.16 -6.39
C 3.81 -3.32 1.88
H 5.53 -2.59 0.77
C 0.66 2.97 3.66
H -3.60 5.28 2.22
H -4.21 5.05 4.55
O 3.32 0.55 -4.17
H 3.24 -1.48 2.84
C 0.55 -0.82 -2.72
H -3.29 3.37 0.71
C 2.01 1.37 2.15
H 5.12 -1.18 4.31
H -1.26 -1.30 -7.75
H -2.14 -2.79 -4.41
H 1.59 4.69 4.52
C -2.44 -4.59 -5.54
H -0.59 -1.71 -6.17
H 4.27 -1.25 -0.89
H 4.43 -3.59 -0.16
C -0.41 -0.70 -0.19
H -1.38 -4.65 -5.80
H -3.12 -4.68 -7.60
H -6.47 4.53 4.66
H 3.23 3.54 5.95
C -3.26 -5.23 -6.66
H 0.80 1.77 0.40
C -3.13 3.24 1.78
C -6.57 3.55 5.13
H -0.92 -2.98 -7.35
H -5.79 1.56 4.99
C -4.14 2.90 4.73
O 1.42 -0.75 -5.29
H 1.67 3.19 1.00
H -2.63 4.35 4.28
H -5.83 2.41 3.46
H 2.68 3.74 3.54
H -2.88 -6.24 -6.83
H 2.77 -3.57 1.66
C -4.75 -5.32 -6.34
H -2.56 -5.19 -4.63
H -0.04 1.15 2.76
C 2.39 2.98 5.53
C 1.73 2.11 0.85
H -5.28 -5.82 -7.16
H -4.98 4.20 2.33
H -0.04 -1.60 -3.25
H 2.54 1.92 0.13
C -5.61 2.54 4.52
C 4.47 -2.80 0.60
O 1.95 -1.21 -2.82
N 3.50 2.18 -6.02
C -1.28 -2.04 -6.95
H -5.20 -4.33 -6.21
H -3.43 2.22 2.05
H 1.12 0.90 4.05
H -4.92 -5.90 -5.43
C -3.69 4.21 4.07
S 2.54 -0.91 -4.35
H 0.72 1.65 -5.10
H -3.52 2.07 4.36
H 3.85 -0.72 0.73
H 7.09 -2.65 4.30
O 1.43 2.13 -4.64
H -2.05 3.34 1.98
C 1.87 3.67 4.27
H -3.82 -3.10 -4.81
H -1.01 -0.61 0.71
C 0.18 -0.78 -1.25
```

=====

Entry from the OMol25 dataset: 6 unconnected molecules or ions with the total composition C27H64BBr2N4O9S5 at a distorted geometry (ωB97M-V/def2-TZVPD).

Its multiplicity is 1. Its net charge is -1. The value obtained for the HOMO energy is -3.917 eV.

The geometry in XYZ format:
```
112
C27H64BBr2N4O9S5 (ωB97M-V/def2-TZVPD)
H -0.18 11.01 1.32
H -3.56 -6.34 1.12
H 4.25 3.16 0.29
C -3.44 0.47 7.00
H -6.63 -0.57 8.48
H 6.21 2.07 -0.86
S -1.38 6.52 -4.49
H 1.46 1.84 -5.65
C 5.68 1.93 -1.80
H 0.69 7.40 -5.31
O 1.02 8.76 -0.19
H 1.39 -5.88 0.44
O 3.87 0.43 -0.52
C 0.20 -2.29 -2.51
H -3.25 -1.99 1.00
H 0.22 9.66 2.41
B -0.68 1.41 -2.10
H 3.75 3.96 -1.23
C -1.20 -0.92 0.76
H -1.98 -7.15 0.48
C -2.37 -6.24 1.15
H 1.10 -8.39 2.49
H -3.40 1.33 7.68
Br -2.71 -1.34 3.94
H -1.24 -2.29 -3.99
H -1.75 -3.03 -2.59
H 0.38 -2.85 -0.31
H 3.16 -6.84 2.49
H -0.02 8.46 -4.07
C -5.90 0.07 7.99
C -1.67 -3.58 1.40
C 4.58 0.69 -7.20
H -0.32 -1.36 5.84
H -1.49 10.04 2.04
H -0.78 3.05 -3.36
H -0.16 7.22 1.92
H -5.71 0.95 8.60
C 3.59 3.09 -0.58
C -2.16 -2.25 0.60
H -2.81 6.20 -2.60
H 1.63 -7.58 -0.38
H -0.90 -5.00 -0.22
H -2.11 -7.48 3.06
C 3.17 -7.02 1.31
N 1.11 -1.51 -3.47
H -2.41 -3.75 2.30
H -2.77 -4.64 -0.42
C -0.27 -0.88 2.11
O -2.23 1.28 1.86
H -0.07 -4.38 -2.94
H 1.62 -1.58 -0.89
H 0.82 6.95 -3.59
H -2.29 -2.52 -0.53
O -3.79 -1.12 9.12
H 5.77 2.83 -2.41
H 2.55 3.07 -0.25
H 2.65 2.72 -6.63
H -0.54 -3.62 1.68
O -1.05 5.08 -4.71
O -3.43 0.51 -0.07
H 1.52 -3.83 -3.22
C 2.50 1.86 -5.98
H -1.99 7.78 -2.53
H 0.61 0.12 5.02
O 2.77 -0.80 -5.92
C 1.64 -7.03 0.66
H 0.21 -6.60 3.85
N -1.25 -2.16 -2.93
Br 1.75 -0.53 2.08
C -0.78 -1.06 3.53
H -0.87 6.57 0.43
H 0.15 1.34 0.15
S -4.37 -0.88 7.76
H 3.73 -8.05 1.14
C -2.31 0.34 0.90
C 0.46 -1.85 -0.91
H 4.67 1.60 -7.81
H -2.30 1.49 -3.39
H -0.28 -8.31 1.21
S 3.93 1.57 -1.50
H -3.91 0.76 6.06
C -0.47 10.01 1.64
C -1.73 -6.43 2.65
O -1.86 0.84 -2.77
H -2.18 -5.63 3.40
H 1.19 0.53 -1.18
H 6.12 1.09 -2.34
C 0.18 7.42 -4.35
H 5.02 -0.15 -7.74
N 0.68 -3.75 -2.60
C -1.92 -4.87 0.37
S 2.84 0.34 -6.90
C -1.86 6.72 -2.76
H -2.42 0.12 6.80
H 1.11 -1.76 4.67
H -1.88 7.53 1.54
C -0.09 -6.46 2.71
H 1.06 -2.05 -4.39
H 5.11 0.83 -6.26
H 3.83 -6.17 0.84
O -0.19 2.72 -2.62
H 0.43 -5.46 2.37
C 0.24 -0.99 4.85
H -1.10 6.29 -2.11
N -0.47 -0.74 -0.54
H 3.15 1.92 -5.11
C -0.88 7.41 1.12
C 0.54 -7.65 1.74
H -6.29 0.37 7.01
H 2.08 -1.69 -3.09
C 0.06 0.63 -0.80
S -0.42 8.91 0.21
```

=====

Entry from the OMol25 dataset: 6 unconnected molecules or ions with the total composition C27H64F3O7P at a distorted geometry (ωB97M-V/def2-TZVPD).

Its multiplicity is 1. The value obtained for the HOMO energy is -8.046 eV. Its SMILES is CCCC[PH](CCCOC)(C[C@@H]1CO1)C(F)(F)F.CC(C)O.CC(C)O.CC(C)O.CC(C)O.CC(C)O.

The geometry in XYZ format:
```
102
C27H64F3O7P (ωB97M-V/def2-TZVPD)
H 1.38 2.02 0.68
H 1.85 -1.83 4.41
H -3.29 -0.03 -0.99
O 2.30 3.29 2.71
C 1.22 1.52 -4.88
H -2.20 -4.26 2.08
C -1.23 0.66 -1.37
H -0.97 -0.38 -1.14
F 3.13 -0.84 0.12
H -1.76 -4.30 3.78
O -3.43 -0.52 4.03
C 1.39 -1.95 3.41
C -1.56 2.48 3.80
H 6.51 -2.25 -1.41
F 1.93 -2.62 0.47
H -0.37 -1.27 0.73
C -5.37 -1.88 4.48
P 0.56 -0.29 1.17
C 4.02 -2.89 -2.46
O -0.76 -2.89 2.55
H 1.46 3.64 2.40
H -3.07 -1.25 3.51
H 3.81 -1.96 -2.98
H -2.57 2.91 3.72
C 2.19 2.34 -5.71
C -4.51 -1.66 -5.60
H -1.22 -0.12 2.92
C 6.49 -2.45 -2.49
H -1.03 2.38 -0.08
H 1.69 5.76 3.55
H -1.80 0.69 1.45
C 1.54 -0.56 2.72
H 2.18 3.39 -5.39
H 5.26 -2.84 -4.71
H 3.21 1.98 -5.59
H 3.24 -3.60 -2.73
H 2.62 -0.44 2.55
H -2.91 -2.77 5.40
H 7.47 -2.84 -2.79
H 1.93 2.31 -6.77
H 5.57 -4.38 -2.36
H 3.35 6.21 4.00
H 2.00 -2.74 2.94
H -6.06 0.63 -5.41
H 0.55 2.10 2.84
H 6.36 -1.50 -3.01
H -1.99 1.43 3.86
H 0.21 1.93 -4.98
C 3.41 5.04 1.49
C -0.91 0.51 2.07
H 2.21 -0.38 -5.17
H 3.97 -2.71 -1.38
O -1.35 2.95 2.30
H -6.01 -2.31 5.25
C -4.23 -1.08 5.08
H 2.46 5.42 1.10
C -0.36 1.74 -0.67
C 3.21 4.38 2.85
H 0.04 -3.27 4.39
H -3.21 1.42 -2.01
H -0.57 -1.63 4.26
O 1.57 1.62 -3.50
C -3.35 -1.95 5.97
F 1.43 -1.40 -1.22
H 0.04 2.39 -1.47
O 5.42 -3.68 -4.26
O -3.65 -0.78 -3.53
C -1.35 -4.17 2.76
H 3.79 4.32 0.77
C -0.05 -2.42 3.69
H -5.61 -1.24 -3.79
H 4.15 3.97 3.20
C -4.80 -0.80 -4.37
C 0.89 1.22 0.10
C -0.52 1.90 2.67
H 0.93 -0.04 -6.35
H -5.38 -1.72 -6.25
H 2.51 4.89 4.83
H -0.63 -4.96 2.48
C 2.66 5.37 3.87
H -4.24 -2.68 -5.29
C 1.22 0.06 -5.30
H 0.53 -0.52 -4.69
C 5.39 -3.43 -2.85
H -3.93 -2.38 6.79
H -2.53 -1.36 6.39
H -3.67 -1.26 -6.17
H 1.33 0.17 3.51
C 1.85 -1.30 0.08
H 4.12 5.87 1.56
H 2.46 1.26 -3.39
H -1.08 0.77 -2.46
C -5.17 0.62 -4.78
H -2.95 1.55 -0.27
H -4.99 -2.69 3.85
H 1.63 1.00 -0.69
C -2.75 0.91 -1.15
H -5.98 -1.25 3.83
H -5.36 1.23 -3.89
H -4.63 -0.25 5.66
H -4.34 1.09 -5.32
H -2.92 -0.39 -4.03
```

=====

Entry from the OMol25 dataset: 5 unconnected molecules or ions with the total composition C27H64N4O5 at a distorted geometry (ωB97M-V/def2-TZVPD).

Its multiplicity is 1. The value obtained for the HOMO energy is -8.021 eV. The energy above the lowest of the compared OMol25 structures with the same formula, charge and spin is 20.3 kcal per mole. Its SMILES is CC1(C)CCCC(C)(C)N1O.CC1(C)CCCC(C)(C)N1O.COC[C@H](C)N.COC[C@H](C)N.CO.

The geometry in XYZ format:
```
100
C27H64N4O5 (ωB97M-V/def2-TZVPD)
C 2.33 5.11 -7.72
C -7.25 -1.81 2.93
H -1.59 5.44 3.80
H -2.15 2.39 -2.57
H 7.55 -5.95 -3.44
H 1.85 4.46 4.84
H 0.37 2.36 7.33
C 5.36 -2.25 -5.04
C 5.34 -6.96 -5.25
H 2.51 -3.04 -4.92
H 2.35 3.20 -2.79
H 7.48 -4.16 -5.60
H -1.01 4.15 5.92
C -6.03 -1.24 5.98
C 3.08 -3.02 -4.00
C 4.56 -3.41 -4.22
H -8.29 -1.54 3.08
H -6.38 -3.01 7.32
C -4.49 -1.29 5.57
C -5.02 -0.70 3.21
H -3.25 -1.77 3.95
C 2.17 5.01 -3.92
H 3.36 4.75 -7.82
H -4.01 0.19 -2.98
C 2.44 4.51 -5.40
H -7.03 -1.92 1.87
C 5.88 -5.52 -4.95
H 5.33 -2.59 -2.43
H 4.74 -4.03 -2.08
N 4.73 -4.61 -4.96
C 6.55 -5.53 -3.49
O 1.55 4.05 6.82
O 4.15 -4.63 -6.25
H 0.48 5.49 -2.92
O 2.10 5.55 -6.41
H -0.26 3.83 7.62
H -4.05 1.79 -3.53
H 1.68 4.26 -7.95
H 3.34 -5.12 -6.11
C 7.01 -5.08 -5.97
H -1.10 3.81 3.48
C -7.01 0.73 2.81
H -5.77 0.57 7.10
H -6.68 0.72 1.77
H 1.07 3.24 8.71
H 3.85 3.72 -3.22
H 0.06 5.18 3.17
H -3.90 -1.90 6.26
C 2.88 4.13 -2.97
O -8.20 -0.29 5.34
H 6.63 -4.89 -6.97
H 2.17 5.84 -8.51
H 2.49 6.04 -3.75
H 3.12 -2.04 -3.54
H 2.61 -3.75 -3.33
H 3.07 4.43 -1.94
H -6.85 -2.75 3.33
H -4.69 -2.74 4.23
C -6.55 -0.55 3.52
C -6.59 -2.63 6.32
C -0.73 4.78 3.81
H 1.85 3.62 -5.66
H -6.05 -3.32 5.67
H 6.18 -2.54 -5.69
H -4.13 -0.27 5.68
H -7.20 -0.36 7.60
H 5.90 -6.16 -2.87
C -4.32 -1.72 4.15
H 6.08 -7.77 -5.26
C 5.29 -3.57 -2.90
H -5.66 -0.93 8.11
H 7.32 -3.47 -3.53
C -3.34 1.02 -3.22
O -2.64 1.65 -2.20
H -7.65 -2.81 6.15
H -2.75 0.58 -4.02
C 0.71 3.33 7.68
H 1.13 2.93 5.06
H 4.87 -6.98 -6.23
H -4.63 0.31 3.24
H 4.73 -7.26 -4.40
H -8.24 0.67 5.37
C -0.27 4.61 5.25
N -6.78 -0.47 4.97
H -4.88 -1.03 2.18
H 3.49 4.26 -5.56
C -6.16 -0.44 7.28
H 0.64 6.37 5.35
H 4.62 -1.77 -5.69
H 0.37 5.30 -4.57
N -0.20 5.97 5.75
H -6.70 1.64 3.33
H 7.05 -4.28 -1.95
N 0.78 4.95 -3.72
H 5.79 -1.43 -4.46
H 7.80 -5.83 -5.98
C 1.10 3.95 5.45
H -8.08 0.59 2.72
C 6.67 -4.15 -2.96
H -0.06 5.82 6.74
```

=====

| no. | E_tot (eV) | frontier orbital gap (eV) |
| --- | --- | --- |
| 1 | -50197.18592 | 10.572 |
| 2 | -248352.06198 | 5.602 |
| 3 | -60803.37623 | 8.639 |
| 4 | -45227.84087 | 8.439 |